[1]
Entry from OMol25: a molecular structure, C4H36BO26 in a non-equilibrium geometry (ωB97M-V/def2-TZVPD).

XYZ file:
```
67
Properties=species:S:1:pos:R:3:forces:R:3:mulliken_charge:R:1
O 1.506 -2.276 2.262 1.0 2.4 0.5 -0.32
C 1.200 -1.230 1.698 1.7 -8.2 4.3 0.64
O 0.409 -1.269 0.764 -3.8 1.3 -4.3 -0.55
B 0.260 0.134 0.398 -0.6 0.7 -2.5 2.35
O 1.315 0.846 1.093 -2.5 2.3 -2.3 -0.57
C 1.692 0.031 1.952 8.3 3.6 4.9 0.11
O 2.681 0.297 2.681 -2.8 -0.9 -1.0 -0.89
O -1.094 0.622 0.674 0.9 -0.2 2.7 -0.85
C -1.579 1.057 -0.416 -1.8 -0.9 0.7 1.12
O -2.687 1.380 -0.617 -3.8 1.6 0.1 -0.87
C -0.707 0.839 -1.487 3.6 2.7 -6.6 0.42
O 0.387 0.372 -1.042 2.1 -0.5 0.8 -0.66
O -0.812 1.304 -2.653 -0.8 -1.5 2.7 -0.87
O 3.143 2.541 -2.219 1.1 -4.5 3.1 -0.74
H 2.517 3.155 -2.444 -2.6 2.5 -0.7 0.30
H 2.666 1.918 -1.512 1.6 2.1 -2.3 0.40
O -0.772 -1.669 -1.945 2.0 -2.2 4.5 -0.69
H -1.227 -1.369 -2.637 -2.4 1.5 -5.0 0.23
H -1.462 -1.701 -1.262 0.0 -0.4 0.4 0.47
O 1.257 2.121 -4.402 5.6 0.2 -1.9 -0.72
H 0.658 2.078 -3.705 -1.3 -0.6 2.3 0.37
H 2.285 2.015 -4.071 -4.3 0.2 -0.6 0.42
O 2.280 -3.097 4.940 0.1 1.0 -0.6 -0.62
H 2.319 -2.639 4.069 -0.1 -0.7 0.5 0.27
H 2.390 -2.331 5.513 0.0 -0.2 0.4 0.30
O -0.449 -3.743 2.415 -0.1 0.7 -1.0 -0.75
H -0.473 -3.859 1.448 0.2 -0.5 0.5 0.34
H -0.709 -2.739 2.414 1.2 -3.8 0.6 0.37
O -4.895 -0.195 -0.646 -1.1 -0.9 -0.5 -0.70
H -5.094 -0.881 -1.322 0.3 0.7 0.7 0.31
H -4.146 0.301 -0.973 0.1 0.7 -0.5 0.46
O -2.608 3.310 -3.724 4.9 -0.5 0.1 -0.57
H -2.664 2.446 -4.081 0.7 -1.6 -0.4 0.30
H -3.456 3.536 -3.715 -5.6 2.2 0.3 0.19
O -2.105 3.694 1.531 -1.6 0.9 3.2 -0.59
H -2.040 3.705 0.626 1.1 -0.4 -3.9 0.21
H -2.899 4.269 1.571 0.5 -0.5 0.7 0.29
O 2.026 -2.134 -1.616 -0.7 -2.5 1.8 -0.59
H 1.066 -2.156 -1.492 -0.7 1.5 -1.2 0.23
H 2.026 -2.968 -1.052 1.6 1.1 -0.8 0.37
O -1.994 -1.361 -4.474 -0.3 2.2 6.2 -0.59
H -2.020 -1.590 -5.317 -0.1 -1.4 -6.0 0.24
H -2.253 -0.426 -4.386 0.3 -0.6 -0.3 0.24
O 4.701 0.150 4.543 -1.7 -0.9 2.4 -0.68
H 4.042 0.063 3.789 0.7 -0.1 1.7 0.56
H 4.255 -0.126 5.475 1.3 1.0 -3.9 0.27
O -2.736 -1.590 -0.034 -2.4 1.6 -2.0 -0.70
H -3.397 -0.820 0.049 0.6 -1.9 -0.8 0.59
H -2.388 -1.492 0.809 1.6 -0.7 2.5 0.22
O -1.263 3.930 -1.296 1.9 0.3 -1.5 -0.62
H -0.378 4.244 -1.654 -1.4 -0.3 1.2 0.34
H -1.556 3.476 -2.115 -0.5 0.0 0.5 0.29
O 2.900 -4.395 2.239 0.1 -0.5 1.1 -0.78
H 3.196 -4.944 1.486 -1.5 0.9 0.5 0.26
H 2.049 -3.857 2.326 1.0 -1.6 -1.4 0.51
O -1.914 -2.010 2.434 4.2 2.3 -3.6 -0.59
H -2.624 -1.959 2.906 -7.5 -1.2 4.6 0.21
H -1.682 -1.117 2.626 1.3 1.8 -0.3 0.23
O -4.869 3.013 -1.201 -2.3 1.2 -0.7 -0.62
H -5.143 3.165 -2.123 0.2 -0.1 0.7 0.26
H -4.019 2.642 -1.235 2.0 -0.9 0.0 0.39
O 3.774 2.904 1.454 -2.4 3.6 -0.4 -0.57
H 3.494 2.053 1.571 -1.9 -3.5 0.8 0.30
H 4.660 2.772 1.398 4.3 0.0 -0.3 0.26
O 4.323 -2.485 1.306 3.7 3.1 -4.7 -0.60
H 3.873 -3.006 1.890 -1.7 -3.2 2.0 0.39
H 4.764 -2.948 0.519 -1.4 0.7 2.4 0.24
```
Positions in Å, forces in eV/Å.

Its HOMO energy is -0.273 hartree. The electronic energy is -58645.660 eV. The gap between HOMO and LUMO is 9.06 eV. The charge is -1. Its LUMO energy is 1.62 eV. The value obtained for the relative energy (zero: lowest compared OMol25 entry of this formula, charge and spin) is 850.7 kJ/mol.

[2]
Entry from OMol25: a molecular structure, C23H48AlN2O29S in a non-equilibrium geometry (ωB97M-V/def2-TZVPD).

XYZ file:
```
104
Properties=species:S:1:pos:R:3:forces:R:3:mulliken_charge:R:1
Al -8.399 6.372 -11.780 0.0 0.0 0.0 1.00
S -9.269 2.955 -8.347 0.4 1.8 1.8 1.18
O -7.883 3.079 -8.622 3.5 -0.6 -0.9 -0.31
O -9.753 4.272 -7.942 -1.5 0.4 1.1 -0.31
O -9.912 2.763 -9.608 -1.6 -1.2 -2.3 -0.26
O -9.476 1.896 -7.397 -0.9 -0.4 0.3 -0.32
C -12.491 1.434 -14.145 0.8 2.0 1.5 -0.62
O -12.150 1.451 -15.495 1.1 -0.6 -3.1 -0.29
C -11.124 2.205 -15.968 1.6 1.7 0.6 0.74
O -10.646 3.174 -15.342 -1.0 -2.8 -2.0 -0.57
O -10.679 1.750 -17.240 -3.2 -1.3 3.3 -0.28
C -9.542 2.258 -17.833 1.0 2.3 0.0 -0.47
H -12.420 2.463 -13.795 -0.4 0.2 0.2 0.32
H -11.718 0.956 -13.544 -0.2 -0.7 -0.2 0.24
H -13.501 1.070 -13.954 0.3 -0.3 -0.5 0.26
H -8.658 2.147 -17.206 0.0 0.0 0.1 0.15
H -9.756 3.315 -17.993 0.6 0.3 0.0 0.28
H -9.320 1.861 -18.824 -0.6 -0.7 0.3 0.25
C -2.779 2.679 -10.306 -1.6 -0.8 1.1 -0.65
O -1.915 3.419 -11.140 -0.1 -0.1 0.4 -0.27
C -2.276 4.597 -11.637 -2.5 1.9 -0.8 0.83
O -3.283 5.305 -11.396 2.7 -2.3 0.0 -0.64
O -1.386 4.865 -12.597 -0.1 0.7 -0.2 -0.29
C -1.314 6.190 -13.210 0.7 -0.3 0.2 -0.64
H -3.733 2.383 -10.742 0.1 0.3 -0.9 0.25
H -3.127 3.135 -9.379 0.6 0.8 0.0 0.29
H -2.343 1.734 -9.981 0.7 0.3 -0.5 0.31
H -0.269 6.472 -13.081 -0.2 0.4 0.5 0.26
H -2.022 6.911 -12.800 0.1 -0.3 0.2 0.32
H -1.379 6.168 -14.297 -0.7 -0.7 0.1 0.25
C -10.934 9.993 -6.002 0.9 -0.3 0.5 -0.58
O -11.198 11.245 -6.657 0.5 -0.4 -1.1 -0.30
C -10.961 11.251 -8.011 -1.7 0.9 0.3 0.73
O -10.764 10.261 -8.698 0.0 2.4 1.1 -0.55
O -11.255 12.546 -8.508 1.4 -1.7 -0.4 -0.31
C -11.133 13.779 -7.767 -0.7 -0.2 2.0 -0.63
H -9.856 9.834 -5.974 0.1 -0.1 -0.3 0.24
H -11.401 9.113 -6.444 -0.2 0.4 -0.3 0.27
H -11.207 10.037 -4.948 -0.5 0.5 -0.2 0.26
H -10.177 14.057 -7.323 0.6 -0.7 -0.6 0.30
H -11.761 13.707 -6.879 -0.3 0.0 -0.1 0.28
H -11.467 14.671 -8.296 -0.1 -0.7 -0.8 0.27
C -5.079 -0.581 -4.258 -0.8 -0.7 0.0 -0.62
O -3.832 -0.789 -3.635 1.0 0.4 -1.5 -0.30
C -3.846 -0.957 -2.358 -3.7 0.4 4.3 0.82
O -4.931 -1.016 -1.646 4.8 0.1 -2.7 -0.60
O -2.580 -0.951 -1.911 -0.2 0.6 -1.4 -0.30
C -2.423 -0.945 -0.526 -1.6 -1.1 2.2 -0.63
H -5.702 -1.401 -3.898 -0.5 0.3 -0.4 0.31
H -4.943 -0.626 -5.338 0.2 -0.1 0.2 0.21
H -5.521 0.379 -3.990 0.1 0.0 0.2 0.27
H -3.122 -0.275 -0.026 0.0 0.3 -0.3 0.29
H -1.447 -0.751 -0.081 0.3 -0.1 -1.2 0.25
H -2.783 -1.930 -0.227 0.4 -0.1 0.6 0.29
C -4.034 2.340 -16.383 -0.8 1.3 -0.4 -0.61
O -4.561 1.186 -15.759 -0.4 -1.3 1.2 -0.29
C -5.538 1.231 -14.827 -2.0 1.4 -0.3 0.82
O -5.970 2.235 -14.227 1.5 -2.7 -1.4 -0.59
O -6.139 -0.023 -14.804 0.6 1.8 -0.4 -0.30
C -7.237 -0.221 -13.906 0.6 -0.2 1.5 -0.62
H -3.793 3.148 -15.692 0.0 -0.2 0.2 0.27
H -4.798 2.697 -17.075 -0.1 0.3 0.1 0.28
H -3.182 2.134 -17.030 0.1 -0.7 0.6 0.25
H -8.271 0.009 -14.163 0.3 0.4 -1.2 0.23
H -7.041 0.351 -12.999 0.0 -0.1 0.1 0.29
H -7.218 -1.282 -13.658 0.1 0.1 -0.1 0.27
C -5.731 6.220 -5.214 0.6 -1.5 0.1 -0.65
O -5.382 7.569 -5.280 0.0 0.4 1.2 -0.31
C -5.481 8.234 -6.388 -1.0 -0.4 -3.7 0.88
O -5.942 7.860 -7.478 0.4 0.0 2.0 -0.62
O -4.956 9.411 -6.213 0.4 2.7 0.2 -0.32
C -5.082 10.394 -7.292 0.0 -0.9 -0.8 -0.58
H -6.767 5.974 -5.450 0.0 0.4 -0.1 0.27
H -5.476 5.897 -4.205 -0.4 0.2 0.1 0.26
H -5.051 5.642 -5.840 -0.2 0.0 -0.4 0.30
H -4.724 9.909 -8.200 0.1 0.1 0.0 0.28
H -4.505 11.305 -7.135 0.2 -0.5 0.8 0.24
H -6.106 10.705 -7.501 -0.2 -0.4 0.5 0.24
C -17.932 6.713 -11.432 0.1 -0.6 1.2 -0.56
O -16.509 6.906 -11.626 0.7 0.5 -0.4 -0.32
C -15.535 6.385 -10.853 2.6 -0.7 -1.3 0.83
O -14.317 6.362 -11.170 -3.9 0.5 0.8 -0.61
O -16.030 5.814 -9.768 -0.5 -0.6 0.6 -0.33
C -15.206 5.071 -8.843 0.6 0.1 -0.5 -0.65
H -18.208 6.975 -10.410 0.1 -0.2 0.1 0.27
H -18.171 5.666 -11.619 0.0 0.0 0.1 0.28
H -18.572 7.337 -12.056 0.9 0.2 -0.5 0.25
H -14.820 5.774 -8.105 -0.2 -0.2 0.2 0.28
H -14.357 4.571 -9.309 0.0 0.4 -0.5 0.29
H -15.788 4.246 -8.430 -0.4 0.6 0.2 0.27
C -11.920 3.342 -3.149 -0.4 0.3 -0.6 -0.71
N -12.122 4.197 -1.920 0.3 1.1 1.3 0.82
O -11.412 5.213 -1.825 -1.0 -1.7 -0.4 -0.50
O -12.984 3.890 -1.089 1.3 0.0 -1.7 -0.48
H -12.909 3.213 -3.589 0.0 -0.1 0.2 0.29
H -11.463 2.367 -2.981 -0.2 0.2 0.7 0.28
H -11.307 3.880 -3.872 0.0 0.2 0.4 0.29
C -12.561 -2.063 -8.695 0.4 0.3 0.1 -0.71
N -13.675 -2.995 -8.868 -2.7 -1.0 -0.8 0.84
O -13.643 -4.082 -8.303 0.5 1.2 -0.5 -0.49
O -14.649 -2.614 -9.552 1.9 -0.4 1.0 -0.51
H -11.809 -2.212 -9.470 -0.1 -0.4 0.0 0.28
H -12.151 -2.300 -7.713 0.1 0.4 -0.2 0.30
H -12.968 -1.062 -8.832 0.1 -0.1 0.4 0.29
```
Positions in Å, forces in eV/Å.

Its HOMO energy is -0.442 hartree. The electronic energy is -104394.415 eV. The gap between HOMO and LUMO is 2.29 eV. The charge is +1. Its LUMO energy is -9.73 eV. The value obtained for the relative energy (zero: lowest compared OMol25 entry of this formula, charge and spin) is 691.0 kJ/mol.

[3]
Entry from OMol25: 6 unconnected molecules or ions with the total composition C34H75F3O17 in a non-equilibrium geometry (ωB97M-V/def2-TZVPD).

XYZ file:
```
129
Properties=species:S:1:pos:R:3:forces:R:3:mulliken_charge:R:1
C -0.712 2.176 0.113 -1.8 0.2 0.1 0.27
C -0.558 3.524 0.803 -0.7 -0.3 0.1 -0.30
O 0.743 3.539 1.368 1.2 0.0 0.9 -0.14
C 1.612 4.505 1.124 -1.2 0.0 -1.3 0.19
O 1.427 5.385 0.335 0.5 0.5 0.2 -0.55
C 2.929 4.316 1.872 -0.1 -0.1 0.5 1.06
F 2.798 3.393 2.834 0.3 0.0 0.0 -0.26
F 3.883 3.936 1.025 0.1 -0.1 0.0 -0.25
F 3.305 5.459 2.441 0.0 0.1 0.0 -0.27
H -1.201 1.481 0.799 0.6 -0.3 0.1 -0.29
H 0.188 1.761 -0.329 0.1 0.2 0.0 -0.16
H -1.500 2.289 -0.640 0.3 0.0 -0.4 0.27
H -1.202 3.623 1.684 -0.2 -0.2 -0.2 -0.03
H -0.832 4.357 0.156 0.8 0.1 -0.1 0.41
C 2.994 -0.076 -8.115 -0.1 -1.5 0.3 -0.73
O 2.804 -0.975 -7.009 -0.4 0.7 -0.4 -0.37
C 1.472 -1.431 -6.963 -1.1 -0.3 1.0 -0.27
C 1.152 -1.918 -5.550 1.0 0.0 -0.2 -0.96
O 0.922 -0.881 -4.616 -0.4 0.3 0.1 -0.20
C 1.941 0.081 -4.424 -0.1 0.4 0.2 -0.18
C 1.556 1.057 -3.317 -0.5 -1.2 0.2 -0.84
O 1.453 0.483 -2.031 0.4 0.3 0.5 -0.01
C 0.550 -0.604 -1.780 1.5 0.4 -0.6 0.09
H 2.120 0.566 -8.229 0.2 0.3 0.0 0.32
H 3.074 -0.725 -8.995 0.1 0.4 -0.3 0.31
H 3.925 0.458 -7.952 -0.1 0.1 0.0 0.25
H 1.235 -2.250 -7.654 0.4 0.0 -0.2 0.57
H 0.713 -0.660 -7.145 0.3 0.4 -0.3 0.23
H 2.013 -2.527 -5.240 -0.1 -0.1 0.2 0.34
H 0.247 -2.520 -5.526 0.0 0.0 -0.2 0.34
H 2.059 0.716 -5.307 0.2 -0.2 -0.2 0.27
H 2.884 -0.413 -4.180 0.2 0.0 -0.1 0.37
H 0.595 1.525 -3.571 0.1 0.2 -0.1 0.22
H 2.355 1.792 -3.230 -0.1 0.2 -0.1 0.33
H 1.116 -1.531 -1.913 -0.2 -0.2 0.0 0.24
H -0.242 -0.592 -2.527 -0.5 0.0 0.6 0.06
H 0.341 -0.486 -0.720 -0.8 -0.3 -0.1 -0.34
C -0.224 -3.667 -10.577 -0.4 0.5 0.6 -0.71
O -1.078 -3.422 -9.461 0.2 0.6 -0.3 -0.34
C -1.587 -2.102 -9.493 -1.2 -0.4 0.9 -0.47
C -2.498 -1.856 -8.299 -0.7 -1.1 0.4 -0.78
O -1.758 -1.569 -7.128 0.1 1.0 -0.4 -0.04
C -2.530 -1.426 -5.966 -0.5 -1.1 1.1 -1.08
C -2.444 -0.120 -5.204 0.1 0.0 -0.1 0.26
O -3.287 -0.310 -4.080 -0.1 0.1 -0.2 -0.35
C -3.502 0.890 -3.367 0.1 -0.4 0.2 -0.50
H 0.145 -4.662 -10.355 0.5 0.1 -0.6 0.25
H 0.523 -2.868 -10.651 0.5 -0.4 0.4 0.28
H -0.721 -3.586 -11.551 -0.5 -0.5 0.2 0.31
H -2.252 -2.023 -10.357 0.3 0.4 -0.4 0.47
H -0.816 -1.329 -9.447 0.3 -0.1 -0.4 0.25
H -3.105 -2.741 -8.062 0.3 -0.4 -0.4 0.43
H -3.293 -1.140 -8.542 0.5 0.7 0.1 0.38
H -2.267 -2.241 -5.280 0.3 0.1 0.1 0.25
H -3.609 -1.594 -6.074 0.0 0.1 -0.8 0.49
H -2.839 0.672 -5.853 0.1 0.3 0.1 0.36
H -1.436 0.121 -4.857 0.1 0.0 -0.3 -0.08
H -2.617 1.166 -2.781 0.1 0.1 -0.2 0.03
H -4.304 0.701 -2.655 -0.1 0.1 -0.1 0.28
H -3.777 1.690 -4.059 0.0 0.1 0.2 0.32
C 4.037 0.424 5.477 -0.6 0.4 0.9 -0.62
O 5.182 0.419 4.679 0.2 -0.4 -0.1 -0.42
C 4.856 0.431 3.307 0.3 0.1 -0.5 0.43
C 6.143 0.421 2.470 -0.1 1.0 1.1 -0.84
O 5.834 0.128 1.149 -0.8 -0.4 -0.3 -0.11
C 6.891 0.009 0.229 0.8 -0.1 0.2 -0.62
C 6.322 -0.196 -1.169 -0.2 0.9 0.8 -0.57
O 5.822 1.009 -1.739 0.0 -0.1 -0.1 -0.50
C 4.658 1.475 -1.058 0.1 -0.3 -0.2 -0.42
H 4.333 0.584 6.514 0.2 -0.2 0.0 0.29
H 3.431 -0.487 5.430 0.3 -0.2 -0.2 0.28
H 3.342 1.253 5.279 0.2 0.1 -0.5 0.21
H 4.313 1.370 3.148 -0.3 -0.3 -0.5 -0.15
H 4.289 -0.459 3.007 -0.3 0.2 0.2 0.21
H 6.821 -0.284 2.967 0.2 -0.1 -0.4 0.35
H 6.536 1.444 2.529 0.5 -0.2 0.1 0.30
H 7.514 -0.841 0.537 0.0 -0.2 -0.2 0.47
H 7.569 0.872 0.234 -0.2 0.3 0.1 0.34
H 5.515 -0.918 -1.022 0.0 -0.3 -0.5 0.26
H 7.109 -0.528 -1.837 0.0 -0.3 -0.1 0.40
H 4.939 1.927 -0.110 -0.3 -0.2 0.1 0.28
H 3.994 0.613 -0.954 -0.2 0.2 0.5 0.19
H 4.119 2.220 -1.643 0.4 0.0 -0.3 0.26
C -1.603 3.806 5.297 0.6 0.0 0.5 -0.37
O -2.808 4.454 5.602 -0.3 -0.3 0.7 -0.38
C -3.908 3.975 4.869 0.0 0.1 -1.3 -0.56
C -4.163 2.460 4.869 0.0 1.4 0.3 -0.47
O -4.295 2.039 6.213 0.1 -0.2 -0.1 -0.34
C -5.660 1.943 6.606 0.1 -1.5 -0.5 -0.40
C -5.685 1.404 8.028 0.4 0.3 0.5 -0.44
O -6.947 1.576 8.635 0.3 0.1 -0.2 -0.33
C -6.919 1.386 10.038 -1.4 0.0 -0.4 -0.74
H -1.527 2.782 5.681 -0.5 -0.2 -0.4 0.24
H -0.798 4.286 5.857 -0.1 0.5 -0.3 0.30
H -1.406 3.874 4.222 0.2 -0.2 0.0 0.03
H -3.744 4.279 3.820 -0.1 -0.1 -0.1 0.39
H -4.802 4.517 5.174 0.1 0.0 0.4 0.35
H -3.356 1.982 4.307 0.1 -0.5 0.6 0.27
H -5.080 2.290 4.296 0.0 -0.1 0.0 0.43
H -6.062 1.161 5.947 -0.6 0.2 0.1 0.28
H -6.241 2.855 6.450 0.2 0.2 0.3 0.28
H -4.911 1.927 8.604 0.0 0.2 0.0 0.33
H -5.403 0.347 8.058 0.0 -0.1 -0.2 0.27
H -6.242 2.079 10.535 0.3 -0.2 0.1 0.33
H -6.805 0.339 10.329 0.7 0.0 -0.1 0.30
H -7.946 1.605 10.338 0.1 0.3 0.2 0.25
C 1.224 -0.595 2.108 0.4 2.1 0.0 -0.73
O 0.236 -1.549 1.881 0.4 -0.4 -0.1 -0.40
C -0.995 -1.294 2.523 -0.1 -0.4 -0.3 0.19
C -1.889 -2.513 2.418 -1.2 0.1 0.6 -1.07
O -1.407 -3.530 3.274 0.7 -0.1 -0.3 -0.15
C -1.494 -4.861 2.744 0.3 1.1 1.3 -0.42
C -0.671 -5.810 3.623 -0.2 -0.3 -1.6 -0.66
O -1.245 -6.110 4.858 0.0 0.3 0.3 -0.36
C -0.868 -5.190 5.868 -0.1 0.6 0.1 -0.56
H 0.961 0.448 1.853 -1.0 -0.1 0.1 0.14
H 2.085 -0.620 1.439 0.1 -1.3 0.1 0.35
H 1.541 -0.496 3.150 0.1 -0.6 0.1 0.44
H -1.430 -0.425 2.023 -0.4 0.1 0.3 -0.04
H -0.921 -1.141 3.605 0.5 0.4 0.0 0.34
H -2.141 -2.810 1.395 0.7 -0.3 -0.1 0.48
H -2.879 -2.279 2.839 0.0 0.6 -0.2 0.34
H -1.070 -4.772 1.740 -0.4 -0.7 -0.2 0.44
H -2.550 -5.140 2.844 0.1 -0.4 -0.7 0.25
H 0.369 -5.467 3.669 -0.1 0.2 0.4 0.34
H -0.652 -6.736 3.036 0.0 -0.1 0.2 0.38
H -1.043 -4.149 5.582 0.0 -0.1 -0.3 0.18
H 0.197 -5.294 6.094 0.0 -0.1 0.2 0.28
H -1.496 -5.333 6.746 0.2 -0.5 0.0 0.26
```
Positions in Å, forces in eV/Å.

Its HOMO energy is -0.341 hartree. The electronic energy is -79424.133 eV. As for the SMILES: CCOC(=O)C(F)(F)F.COCCOCCOC.COCCOCCOC.COCCOCCOC.COCCOCCOC.COCCOCCOC. The gap between HOMO and LUMO is 9.61 eV. Its LUMO energy is 0.34 eV. The value obtained for the relative energy (zero: lowest compared OMol25 entry of this formula, charge and spin) is 0.0 kJ/mol.

[4]
Entry from OMol25: a molecular structure, C3H8O2 in a non-equilibrium geometry (ωB97M-V/def2-TZVPD).

XYZ file:
```
13
Properties=species:S:1:pos:R:3:forces:R:3:mulliken_charge:R:1
C -0.648 -0.572 1.251 0.0 0.0 -0.2 -1.21
C 0.487 1.204 -0.191 -0.1 -0.2 -0.1 -1.31
C -0.601 0.196 -0.029 0.6 -2.5 -2.3 0.59
O 1.015 -1.427 -1.323 1.2 -0.4 0.3 -0.35
O -0.327 -1.115 -1.292 -1.6 2.8 2.1 -0.36
H -0.997 0.073 2.056 0.0 0.1 0.1 0.35
H -1.330 -1.410 1.152 -0.1 -0.1 0.1 0.34
H 0.340 -0.950 1.503 0.1 0.0 0.0 0.29
H 1.453 0.784 0.081 0.0 0.0 0.0 0.32
H 0.277 2.039 0.477 0.0 0.1 0.1 0.39
H 0.526 1.586 -1.207 0.0 0.1 -0.1 0.35
H -1.568 0.508 -0.417 0.0 0.0 0.0 0.27
H 1.373 -0.917 -2.060 -0.1 0.1 -0.1 0.31
```
Positions in Å, forces in eV/Å.

Its HOMO energy is -0.345 hartree. The electronic energy is -7331.908 eV. The gap between HOMO and LUMO is 10.36 eV. Its LUMO energy is 0.98 eV. The value obtained for the relative energy (zero: lowest compared OMol25 entry of this formula, charge and spin) is 399.7 kJ/mol.